Computed, not measured: C3H5GaO4 as an isolated structure, with ωB97M-V/def2-TZVPD.

ΔE to the lowest compared entry with this formula, charge and spin   0.0 kJ/mol
⟨S²⟩   0.7526
Frontier orbital gap (spin up / spin down)   10.57 / 8.47 eV

ORCA input file:
```
! wB97M-V def2-TZVPD RIJCOSX def2/J DEFGRID3
* xyz 1 2
H -1.8809 1.1663 1.0326
C -1.2500 -0.7196 0.0830
H -1.3499 -1.0853 -0.9462
H -1.6423 1.2869 -0.7431
O 1.8931 0.1069 1.1926
C -1.2951 0.8080 0.1780
O 0.0633 -1.0336 0.5595
O 0.0777 1.1647 0.3787
Ga 3.2003 0.1380 -0.0878
H 1.3734 -0.1129 -1.7673
H -1.9799 -1.2180 0.7285
O 1.9704 -0.5672 -1.1718
C 0.8200 0.0659 0.5632
*
```